A molecular structure, C15H34AgClNO4Si2 at a distorted geometry. Source: OMol25; level of theory: wB97M-V/def2-TZVPD.

```
58
Properties=species:S:1:pos:R:3:mulliken_spin:R:1
C -4.44 -0.11 0.40 0.000
C -3.27 -0.53 1.32 0.000
C -2.53 -1.73 0.74 0.000
C -1.56 -2.39 1.70 0.000
N -0.53 -1.46 2.25 0.000
Si 0.70 -0.84 1.21 0.000
Cl -0.13 0.61 -0.02 0.000
O 1.80 -0.12 2.19 0.000
C 1.38 1.07 2.87 0.000
C 2.14 2.29 2.34 0.000
C 3.57 2.14 2.86 0.000
C 1.53 3.65 2.73 0.000
C 0.92 4.37 1.51 0.000
C 0.52 3.58 3.88 0.000
O 1.54 -1.95 0.35 0.000
Si 1.09 -2.51 -1.16 0.000
C 1.36 -1.31 -2.58 0.001
C 1.51 -2.06 -3.92 0.000
C 0.29 -2.90 -4.28 -0.003
O -0.17 -2.62 -5.67 0.078
C -1.07 -1.69 -5.87 -0.042
C -2.45 -1.64 -5.33 0.031
O -0.73 -0.79 -6.68 0.906
H -4.26 0.87 -0.03 0.000
H -4.53 -0.82 -0.42 0.000
H -5.40 -0.12 0.91 0.000
H -2.59 0.31 1.36 0.000
H -3.62 -0.74 2.33 0.000
H -2.08 -1.44 -0.21 0.000
H -3.27 -2.49 0.49 0.000
H -2.14 -2.76 2.53 0.000
H -1.09 -3.26 1.24 0.000
H -0.02 -1.99 2.95 0.000
H 0.31 1.20 2.85 0.000
H 1.66 0.94 3.92 0.000
H 2.19 2.19 1.26 0.000
H 3.94 1.13 2.77 0.000
H 3.66 2.44 3.90 0.000
H 4.24 2.81 2.25 0.000
H 2.35 4.28 3.08 0.000
H 1.11 5.44 1.57 0.000
H 1.36 4.03 0.58 0.000
H -0.15 4.21 1.47 0.000
H 0.41 4.58 4.30 0.000
H 0.84 2.94 4.69 0.000
H -0.46 3.30 3.51 0.000
H 1.94 -3.68 -1.45 0.000
H -0.31 -3.00 -1.15 0.000
H 0.56 -0.58 -2.70 -0.001
H 2.29 -0.77 -2.42 0.000
H 2.42 -2.64 -3.97 0.000
H 1.61 -1.30 -4.70 0.002
H -0.54 -2.78 -3.60 0.000
H 0.54 -3.95 -4.29 0.009
H -3.08 -2.30 -5.91 -0.004
H -2.83 -0.62 -5.33 0.008
H -2.46 -2.00 -4.30 0.013
Ag 5.90 3.53 1.67 0.000
```

F_max: 1.44 eV Å⁻¹
highest occupied orbital energy (alpha / beta): -13.8862 / -13.8860 eV
total charge: +2
spin multiplicity: 2
⟨S²⟩: 0.7557
lowest unoccupied orbital energy (alpha / beta): -7.966 / -10.554 eV
DFT total energy: -2133.28795 a.u.
frontier orbital gap (alpha / beta): 5.9200 / 3.3322 eV

=====

2 unconnected molecules or ions with the total composition C2H3BrN2 at a distorted geometry. Source: OMol25; level of theory: wB97M-V/def2-TZVPD.

```
8
Properties=species:S:1:pos:R:3:mulliken_charge:R:1
C 0.21 0.02 -0.11 0.664
C -1.13 0.42 -0.47 -0.735
N 1.41 0.45 -0.37 -0.305
N 1.25 -0.87 0.22 -0.337
Br 2.63 -1.46 2.46 -0.119
H -1.39 -0.24 -1.31 0.266
H -1.14 1.61 -0.69 0.264
H -1.85 0.07 0.28 0.302
```

F_max: 3.94 eV Å⁻¹
highest occupied orbital energy (alpha / beta): -10.0947 / -9.0813 eV
total charge: 0
energy relative to the best compared isomer or geometry (same formula, charge and spin): 251.10 kJ/mol
spin multiplicity: 1
lowest unoccupied orbital energy (alpha / beta): -0.287 / -2.223 eV
DFT total energy: -2761.36019 a.u.
frontier orbital gap (alpha / beta): 9.8080 / 6.8584 eV

=====

2 unconnected molecules or ions with the total composition C3H5IN3 at a distorted geometry. Source: OMol25; level of theory: wB97M-V/def2-TZVPD.

```
12
Properties=species:S:1:pos:R:3:mulliken_charge:R:1
C -1.57 -0.41 -0.11 0.114
C -1.73 0.69 1.74 -0.094
C 0.80 0.26 -0.65 -0.556
N -2.42 -0.21 0.91 -0.509
N -0.49 0.32 0.12 0.438
N -0.53 0.91 1.34 -0.674
I 3.87 -0.81 2.85 0.760
H -1.90 -0.93 -1.01 0.362
H -2.22 1.03 2.61 0.444
H 1.58 -0.03 0.07 0.103
H 0.55 -0.66 -1.21 0.305
H 0.87 1.20 -1.18 0.306
```

F_max: 3.94 eV Å⁻¹
highest occupied orbital energy (alpha / beta): -12.9525 / -13.2117 eV
total charge: +1
energy relative to the best compared isomer or geometry (same formula, charge and spin): 449.36 kJ/mol
spin multiplicity: 1
lowest unoccupied orbital energy (alpha / beta): -10.546 / -10.501 eV
DFT total energy: -578.82342 a.u.
frontier orbital gap (alpha / beta): 2.4065 / 2.7110 eV